[1]
An isolated molecule of C10H7NO2 in a non-equilibrium geometry. Source: the Open Molecules 2025 dataset; level of theory: the ωB97M-V functional and the def2-TZVPD basis.

Structure (XYZ):
```
20
Properties=species:S:1:pos:R:3:nbo_charge:R:1
C 0.50 0.64 0.13 -0.19
C -1.39 -1.26 -0.01 0.07
H 3.77 1.66 -0.41 0.22
H -4.96 -0.67 0.06 0.52
H -1.51 1.96 -0.21 0.27
O -3.91 -0.89 -0.24 -0.64
C -1.80 0.06 -0.16 -0.28
O -3.44 1.41 0.45 -0.60
C 3.18 -0.39 0.02 -0.21
C -0.88 1.03 0.04 -0.05
H 2.39 -2.51 0.04 0.26
H 4.26 -0.56 0.20 0.22
N -0.05 -1.78 0.34 -0.37
C 1.64 1.44 0.01 -0.15
C -3.24 0.24 -0.06 0.77
C 2.16 -1.32 0.18 -0.20
H -2.13 -2.03 -0.33 0.21
H 1.75 2.67 0.04 0.22
C 2.88 0.95 -0.18 -0.23
C 0.80 -0.68 0.10 0.17
```

For the largest force on an atom, the calculation gives 0.1656 Eh/bohr. As for the SMILES: O=C(O)c1cnc2ccccc2c1. As for the total charge: 0. The value obtained for the energy is -590.34832 Eh. The value obtained for the relative energy (zero: lowest compared OMol25 entry of this formula, charge and spin) is 4.207 eV.

[2]
A structure of composition C10H8BF2N2O2SbSe4Sr. Source: the Open Molecules 2025 dataset; level of theory: the ωB97M-V functional and the def2-TZVPD basis.

Structure (XYZ):
```
31
Properties=species:S:1:pos:R:3:nbo_charge:R:1
Se -2.52 6.27 0.11 -0.83
N 1.22 0.34 -0.16 -0.50
C 2.68 1.78 1.07 -0.24
F 2.11 -1.97 -3.15 -0.52
F 1.12 0.06 -3.42 -0.52
H -2.81 -4.02 0.42 0.21
C 0.77 -0.15 1.01 0.18
H 0.26 -2.18 2.78 0.21
O -1.38 -1.04 -3.22 -0.71
C 1.22 0.30 2.23 -0.24
H -2.41 -2.22 -1.30 0.23
C -0.37 -2.21 1.91 -0.25
H 2.49 1.66 -1.07 0.22
H -1.43 -3.97 2.51 0.20
C -1.31 -3.21 1.74 -0.17
C -2.07 -3.24 0.59 -0.27
Se -2.54 3.40 -2.88 -1.01
N -0.99 -1.27 -0.19 -0.45
H 2.53 1.70 3.21 0.20
Se -2.03 2.22 0.82 -1.03
Sr -1.02 0.98 -1.82 1.75
B 0.97 -1.26 -3.20 1.36
C -0.25 -1.24 0.92 0.20
C 2.19 1.30 2.26 -0.16
O -0.19 -1.88 -3.02 -0.55
Se 0.86 4.12 -1.17 -0.96
C 2.16 1.28 -0.11 0.09
C -1.87 -2.25 -0.36 0.07
H 3.40 2.59 1.03 0.22
H 0.78 -0.07 3.15 0.21
Sb -1.57 4.19 -0.69 1.04
```

For the largest force on an atom, the calculation gives 0.0063 Eh/bohr. As for the total charge: -2. The value obtained for the energy is -10747.47553 Eh. The value obtained for the relative energy (zero: lowest compared OMol25 entry of this formula, charge and spin) is 0.000 eV.

[3]
An isolated molecule of C10H8Cl2O in a non-equilibrium geometry. Source: the Open Molecules 2025 dataset; level of theory: the ωB97M-V functional and the def2-TZVPD basis.

Structure (XYZ):
```
21
Properties=species:S:1:pos:R:3:nbo_charge:R:1
C -1.57 -0.41 0.04 -0.12
H 0.12 3.90 -0.04 0.22
O -0.91 -2.31 -1.76 -0.70
H 2.21 -1.42 0.99 0.21
Cl -2.67 0.04 -1.18 0.03
C -0.77 1.87 -0.11 0.06
C -0.43 0.54 0.19 -0.17
C 0.47 -2.32 0.13 -0.30
C 1.89 1.06 0.55 0.08
H 2.27 3.24 0.34 0.22
C 1.27 -1.28 0.52 -0.21
C 0.23 2.84 0.11 -0.35
H -1.77 -2.40 -2.20 0.49
H -1.76 2.24 -0.48 0.24
Cl -2.35 -0.63 1.64 -0.05
H 3.02 0.79 0.75 0.23
H -1.68 -2.74 0.21 0.18
C 1.54 2.42 0.33 -0.21
H 0.91 -3.38 -0.03 0.22
C 0.89 0.09 0.44 -0.20
C -0.89 -2.11 -0.43 0.15
```

For the largest force on an atom, the calculation gives 0.0847 Eh/bohr. As for the total charge: 0. As for the spin multiplicity: 3. The value obtained for the energy is -1381.25578 Eh.